This record from the Open Molecules 2025 dataset describes a cluster of 2 separate species, C5H13N2O in total in a non-equilibrium geometry. The level of theory is wB97M-V/def2-TZVPD.

The calculation puts the gap between HOMO and LUMO at 4.3 eV. The multiplicity is 1. The calculation puts the HOMO energy at -12.76 eV. Its total energy is -10411.010 eV. Its charge is +1. As for the LUMO energy: -8.50 eV.

Each atom is followed by the atoms it is bonded to, with distances in Å.
Atoms and positions in Å:
1 N 3.3859 -0.2656 2.2094  H10 0.955, H11 1.051, H16 0.974
2 C 0.4489 -2.3167 -1.6247  C3 1.620, H9 1.106, H12 1.140, H13 1.121
3 C -0.1762 -0.8227 -1.5934  C2 1.620, N4 1.489, H14 1.114, H15 1.154
4 N 0.2533 -0.2088 -0.3070  C3 1.489, C6 1.439
5 C -0.0002 1.8724 1.0844  C6 1.520, H17 1.073, H18 1.092, H19 1.100
6 C -0.3556 1.0877 -0.1678  N4 1.439, C5 1.520, C7 1.641, H20 1.089
7 C -1.9836 0.9737 0.0053  C6 1.641, O8 1.205, H21 1.179
8 O -2.6551 -0.0266 -0.0157  C7 1.205
9 H 1.5506 -2.4174 -1.6230  C2 1.106
10 H 3.5682 -1.1221 2.5905  N1 0.955
11 H 2.5189 -0.4139 1.6333  N1 1.051
12 H -0.0484 -2.7481 -0.6944  C2 1.140
13 H 0.0240 -2.8288 -2.5266  C2 1.121
14 H -1.2820 -0.9434 -1.5384  C3 1.114
15 H 0.0690 -0.4707 -2.6651  C3 1.154
16 H 4.0975 0.0637 1.6318  N1 0.974
17 H -0.4365 1.2525 1.8438  C5 1.073
18 H 1.0761 2.0390 1.1625  C5 1.092
19 H -0.4203 2.8888 1.1143  C5 1.100
20 H -0.1509 1.6601 -1.0715  C6 1.089
21 H -2.3996 1.8065 0.7286  C7 1.179

Population analysis type natural (NBO), resulting atomic charges in e:
1 N -1.05
2 C -0.62
3 C -0.40
4 N 0.15
5 C -0.63
6 C -0.25
7 C 0.45
8 O -0.36
9 H 0.25
10 H 0.36
11 H 0.33
12 H 0.23
13 H 0.24
14 H 0.31
15 H 0.32
16 H 0.36
17 H 0.23
18 H 0.27
19 H 0.25
20 H 0.29
21 H 0.25